The following is a DFT calculation (ωB97M-V/def2-TZVPD) of a 9-piece molecular cluster, C17H52O9 overall.

Geometry as XYZ:
```
78
Properties=species:S:1:pos:R:3:forces:R:3:mulliken_charge:R:1
C -7.940 -24.697 -25.359 0.153 0.635 0.838 -0.849
O -9.365 -24.532 -25.334 1.024 -0.474 -0.435 -0.771
H -7.372 -24.350 -26.234 -0.621 0.296 0.199 0.285
H -7.791 -25.724 -25.289 0.313 -2.105 -0.360 0.812
H -7.467 -24.362 -24.415 -0.273 0.594 -0.617 -0.023
H -9.510 -23.594 -25.267 -0.575 1.031 -0.064 0.147
C -9.154 -27.438 -23.117 -1.483 -0.224 -0.637 -0.886
O -9.521 -26.099 -23.083 0.145 1.602 0.801 -0.336
H -8.169 -27.569 -23.515 0.703 -0.417 -0.216 0.276
H -9.925 -27.898 -23.745 0.464 -0.854 0.116 0.291
H -9.233 -27.781 -22.094 0.160 -0.444 0.098 0.315
H -9.449 -25.642 -23.934 -0.241 -0.003 -0.228 0.484
C -8.953 -21.718 -28.371 0.794 -1.246 -0.742 -0.663
O -8.653 -20.613 -27.579 0.099 0.504 0.267 -0.537
H -9.697 -21.566 -29.124 -0.548 0.361 -0.402 0.347
H -9.229 -22.545 -27.768 -1.101 -0.368 1.176 0.152
H -8.105 -22.234 -28.812 0.773 0.746 -0.631 0.303
H -8.333 -19.871 -28.096 -0.009 -0.034 -0.116 0.286
C -6.085 -21.528 -25.802 1.405 -1.407 -0.265 -0.683
O -5.783 -22.505 -24.839 0.144 -0.192 0.938 -0.384
H -6.480 -20.697 -25.296 -0.604 1.146 0.424 0.171
H -6.781 -21.938 -26.522 -0.285 0.223 -0.431 0.224
H -5.132 -21.267 -26.272 -0.256 0.456 -0.486 0.461
H -5.362 -23.268 -25.286 -0.401 0.236 0.048 0.347
C -3.653 -24.292 -26.610 1.076 -1.490 1.399 -0.922
O -4.822 -24.712 -25.925 -1.000 0.587 0.081 -0.580
H -3.887 -24.218 -27.629 -0.561 0.366 -1.387 0.299
H -2.986 -25.131 -26.518 0.812 -0.306 -0.226 0.387
H -3.061 -23.424 -26.291 -0.843 0.202 0.447 0.270
H -4.707 -24.989 -24.991 1.012 0.430 -0.853 0.195
C -12.540 -24.162 -23.631 1.882 0.577 -0.691 -0.927
C -13.837 -23.439 -23.898 -1.265 -11.920 -2.204 0.497
C -14.954 -24.046 -23.026 -0.292 0.110 -0.996 -1.454
O -13.817 -22.259 -23.670 0.841 13.799 3.800 -0.525
H -12.461 -25.222 -23.568 -0.802 -1.030 -0.014 0.587
H -12.111 -23.798 -22.701 0.023 0.206 0.150 0.200
H -11.825 -23.931 -24.450 -0.170 0.174 0.487 0.034
H -14.032 -23.445 -24.972 -0.657 -1.989 -0.752 0.260
H -15.231 -25.017 -23.395 -0.203 -0.496 -0.215 0.353
H -15.821 -23.373 -23.117 0.178 -0.321 0.393 0.374
H -14.632 -24.193 -21.997 0.045 0.398 0.102 0.339
H -13.229 -21.777 -24.246 0.296 0.366 -0.098 0.337
C -5.594 -26.217 -23.139 0.112 0.233 -0.138 -1.110
C -4.790 -25.043 -22.664 -6.263 0.783 5.593 1.149
C -4.368 -25.188 -21.206 -0.144 -0.271 -0.143 -1.887
O -3.815 -24.651 -23.349 8.328 2.212 -5.684 -0.571
H -5.394 -26.957 -22.376 -0.347 -0.969 -0.513 0.494
H -5.353 -26.499 -24.169 -0.010 -0.442 0.317 0.650
H -6.633 -25.887 -23.089 0.102 -0.531 -0.005 -0.230
H -5.434 -24.160 -22.695 -1.160 -0.245 0.546 0.190
H -3.995 -24.220 -20.850 0.190 -0.284 0.081 0.447
H -3.619 -25.987 -21.141 0.085 0.263 0.159 0.468
H -5.224 -25.461 -20.623 -0.439 -0.154 0.558 0.298
H -3.474 -23.790 -23.019 -0.334 -0.959 -0.520 0.445
C -7.511 -23.349 -21.282 0.005 -0.364 0.380 -0.970
C -8.177 -24.478 -20.508 -1.746 6.557 2.709 0.677
C -9.651 -24.406 -20.471 -2.344 0.511 0.539 -1.617
O -7.859 -25.605 -20.942 3.350 -8.307 -2.856 -0.505
H -8.012 -22.437 -21.194 -0.837 1.594 0.348 0.747
H -7.396 -23.525 -22.321 -0.546 -0.602 -1.246 -0.298
H -6.502 -23.203 -21.006 1.214 0.179 0.858 0.391
H -7.938 -24.397 -19.447 0.800 0.126 0.281 0.383
H -10.098 -24.159 -21.448 0.036 -0.943 0.187 0.117
H -9.959 -23.557 -19.884 -0.251 0.393 0.624 0.566
H -10.031 -25.350 -19.942 0.214 1.309 -1.152 0.273
H -8.371 -25.792 -21.743 -0.118 -0.032 -0.225 0.311
C -8.776 -19.904 -24.125 -1.017 -0.122 2.667 -2.104
C -9.141 -21.353 -24.247 3.699 2.491 4.104 2.186
C -10.092 -21.793 -23.246 0.084 -0.766 4.030 -0.478
O -9.707 -21.672 -25.345 -3.563 -2.353 -6.083 -0.592
H -8.042 -19.810 -23.316 -0.394 0.189 0.150 0.413
H -9.681 -19.350 -23.912 -0.166 0.509 0.266 0.463
H -8.333 -19.471 -24.935 1.191 0.878 -2.654 0.502
H -8.164 -21.831 -24.153 0.154 -0.807 0.485 -0.852
H -11.108 -21.444 -23.307 -0.420 0.083 -0.991 0.361
H -9.878 -21.463 -22.197 0.488 -0.421 -0.690 0.309
H -10.021 -22.877 -23.273 -0.659 -0.163 0.371 -0.471
H -9.307 -21.256 -26.090 0.554 0.699 -1.051 0.355
```
Forces are in eV/Å.

LUMO: 0.30 eV
calculated total energy: -1355.7720 hartree

=====

The following is a DFT calculation (ωB97M-V/def2-TZVPD) of C28H9Cl84FI2O4S as an isolated structure.

Geometry as XYZ:
```
129
Properties=species:S:1:pos:R:3:forces:R:3:mulliken_charge:R:1
C -0.490 4.152 -2.990 0.060 0.034 0.261 -0.619
C -1.566 3.519 -2.168 -0.033 0.158 -0.019 0.544
I -0.985 3.107 -0.161 0.035 0.176 -0.439 0.044
C -2.801 3.222 -2.554 -0.412 0.125 0.158 -0.566
I -3.437 3.679 -4.520 0.139 -0.044 0.151 0.075
C -3.819 2.569 -1.616 0.759 0.020 -1.360 0.221
O -3.316 1.244 -1.291 -0.405 0.107 -0.148 -0.225
S -3.803 0.201 -2.419 0.215 -0.144 1.090 1.453
O -4.395 -0.884 -1.720 -0.204 -0.198 -0.147 -0.380
O -2.730 -0.036 -3.304 -0.052 0.232 -0.738 -0.626
O -4.956 1.087 -3.079 0.693 0.456 -0.265 -0.371
C -5.175 2.184 -2.162 -0.975 -0.381 1.493 -1.042
C -6.209 3.251 -2.506 0.163 -0.213 -0.490 0.690
C -7.126 2.911 -3.668 -0.014 0.311 0.084 -1.527
F -6.986 3.375 -1.332 0.100 -0.170 -0.112 -0.373
H -0.073 5.008 -2.458 0.002 0.038 -0.041 0.339
H -0.840 4.462 -3.969 -0.132 0.065 0.047 0.093
H 0.317 3.445 -3.149 0.200 -0.092 0.032 0.023
H -3.911 3.202 -0.736 -0.026 -0.427 0.351 0.753
H -5.630 1.689 -1.295 -0.128 0.159 0.007 0.169
H -5.713 4.212 -2.622 -0.132 0.070 -0.112 0.409
H -7.046 1.871 -3.971 -0.025 -0.015 -0.042 0.291
H -8.146 3.118 -3.350 -0.034 -0.060 0.012 0.433
H -6.922 3.565 -4.514 0.104 -0.142 -0.093 0.281
C -6.030 7.621 -0.649 0.020 0.035 -0.049 0.348
Cl -6.589 5.954 -0.777 0.024 0.250 0.153 -0.018
Cl -7.153 8.688 -1.497 0.021 0.004 0.016 -0.110
Cl -5.931 8.095 1.050 -0.244 -0.322 -0.286 -0.082
Cl -4.423 7.753 -1.383 0.009 -0.014 -0.014 -0.096
C -3.780 10.810 4.175 -0.023 -0.024 -0.019 0.243
Cl -4.632 9.821 2.979 0.200 0.284 0.279 -0.038
Cl -3.054 9.760 5.397 0.008 0.014 -0.018 -0.106
Cl -2.519 11.718 3.342 0.013 0.102 0.053 -0.042
Cl -4.906 11.927 4.946 -0.009 -0.045 -0.003 -0.038
C -0.847 -3.814 -2.655 0.015 0.104 -0.068 0.072
Cl 0.390 -3.532 -1.424 0.053 -0.101 0.060 -0.058
Cl -2.275 -2.887 -2.223 0.071 -0.148 0.193 0.119
Cl -0.241 -3.270 -4.225 0.005 -0.011 0.025 -0.083
Cl -1.238 -5.535 -2.740 -0.001 0.028 0.027 -0.083
C -5.600 -0.231 2.158 0.079 -0.080 0.076 0.151
Cl -6.739 -1.579 2.180 -0.009 0.028 0.060 0.016
Cl -5.221 0.251 3.818 -0.009 0.005 -0.009 -0.120
Cl -4.127 -0.723 1.331 -0.018 0.035 0.132 -0.014
Cl -6.338 1.138 1.313 -0.016 0.041 -0.042 -0.065
C 2.541 5.530 -6.087 0.017 -0.033 -0.022 0.245
Cl 3.348 6.754 -5.101 -0.006 0.004 0.009 -0.100
Cl 3.153 5.605 -7.741 -0.005 0.001 0.015 -0.103
Cl 2.864 3.928 -5.408 -0.131 0.279 -0.108 0.021
Cl 0.799 5.833 -6.091 -0.004 -0.003 -0.007 -0.093
C 3.535 3.314 0.538 -0.022 0.025 -0.043 0.163
Cl 3.051 4.730 1.477 -0.017 0.018 -0.008 -0.095
Cl 3.318 3.639 -1.184 0.004 0.114 0.058 0.039
Cl 5.227 2.939 0.873 -0.151 0.052 -0.196 -0.071
Cl 2.531 1.936 0.992 0.007 -0.110 0.056 -0.048
C 2.527 0.302 -3.612 -0.052 0.052 -0.031 0.001
Cl 1.165 1.010 -2.730 0.045 -0.271 0.082 0.167
Cl 3.777 1.541 -3.810 0.189 -0.331 0.035 -0.111
Cl 3.194 -1.066 -2.724 -0.100 0.097 0.007 0.075
Cl 1.976 -0.232 -5.201 0.001 0.006 -0.027 -0.101
C 5.393 -3.989 -0.720 0.037 -0.053 -0.012 -0.168
Cl 6.241 -2.799 0.274 -0.031 -0.037 -0.067 0.101
Cl 6.021 -3.944 -2.364 -0.185 0.061 -0.142 -0.039
Cl 5.656 -5.597 -0.040 0.464 0.287 0.015 -0.014
Cl 3.663 -3.635 -0.722 0.098 -0.101 -0.153 0.178
C -9.140 -2.959 -0.424 0.076 0.015 -0.043 0.126
Cl -10.097 -3.868 -1.600 -0.017 -0.010 0.003 -0.116
Cl -8.770 -3.996 0.960 -0.008 0.070 -0.201 -0.040
Cl -7.644 -2.416 -1.183 0.053 0.006 0.006 0.137
Cl -10.064 -1.557 0.130 0.005 -0.002 0.010 -0.100
C -6.121 -3.200 -5.219 0.002 0.041 0.111 0.225
Cl -4.817 -2.994 -4.052 -0.061 -0.092 -0.235 0.022
Cl -7.459 -2.137 -4.764 -0.090 -0.001 -0.088 -0.087
Cl -5.561 -2.777 -6.840 0.027 -0.003 0.019 -0.113
Cl -6.664 -4.882 -5.203 -0.039 0.018 -0.010 -0.104
C 7.188 0.442 3.741 0.026 -0.031 0.045 0.273
Cl 6.904 -0.439 2.235 -0.018 0.107 0.037 -0.014
Cl 6.065 -0.133 4.974 -0.005 -0.007 -0.010 -0.083
Cl 8.848 0.168 4.277 -0.011 0.002 -0.004 -0.110
Cl 6.929 2.166 3.462 0.146 -0.055 0.211 -0.093
C -0.141 10.441 0.464 -0.082 -0.013 0.020 0.277
Cl 1.192 9.987 -0.599 0.006 -0.013 0.003 -0.097
Cl -0.149 12.196 0.680 0.012 0.010 -0.010 -0.096
Cl -1.674 9.933 -0.255 -0.014 0.009 0.008 -0.022
Cl 0.050 9.658 2.034 0.094 -0.064 -0.018 -0.075
C 10.160 -4.971 -2.177 -0.017 -0.072 0.053 0.133
Cl 11.853 -4.619 -1.813 -0.072 0.075 -0.088 -0.080
Cl 9.773 -4.413 -3.809 0.003 0.033 0.023 -0.107
Cl 9.871 -6.708 -2.071 -0.041 -0.022 -0.226 0.042
Cl 9.128 -4.150 -1.007 0.117 0.087 0.108 0.031
C -9.756 -5.210 4.720 -0.006 -0.010 0.015 0.340
Cl -10.919 -4.362 5.743 0.001 0.004 -0.002 -0.096
Cl -8.418 -4.121 4.328 -0.011 -0.024 0.065 -0.057
Cl -9.130 -6.619 5.581 0.003 0.001 0.000 -0.097
Cl -10.553 -5.736 3.234 -0.017 -0.035 0.099 -0.096
C 12.135 -7.907 1.064 -0.013 -0.011 0.055 0.280
Cl 13.282 -7.539 2.355 -0.008 0.010 -0.005 -0.108
Cl 10.713 -6.869 1.224 0.043 0.033 0.082 0.019
Cl 12.905 -7.617 -0.503 0.070 -0.133 0.138 -0.080
Cl 11.636 -9.597 1.183 0.067 0.059 0.183 -0.080
C 9.575 -10.827 -2.625 -0.003 0.008 -0.017 0.299
Cl 8.300 -10.671 -1.410 -0.009 0.009 0.006 -0.096
Cl 9.886 -12.536 -2.940 -0.004 0.011 0.004 -0.105
Cl 9.063 -10.033 -4.118 -0.003 0.003 0.006 -0.094
Cl 11.044 -10.057 -2.022 -0.056 -0.067 -0.221 -0.033
C 2.442 -8.909 -0.765 -0.004 0.010 -0.006 0.198
Cl 3.652 -7.629 -0.601 -0.317 -0.314 -0.115 0.051
Cl 3.144 -10.283 -1.625 -0.004 0.016 0.014 -0.108
Cl 1.917 -9.423 0.844 0.004 0.004 -0.002 -0.108
Cl 1.058 -8.285 -1.667 0.010 0.001 0.008 -0.046
C 4.032 -4.650 3.468 -0.038 -0.041 -0.030 0.065
Cl 3.593 -6.112 2.577 -0.095 0.008 0.150 -0.009
Cl 3.385 -4.748 5.109 0.122 -0.044 0.086 -0.075
Cl 5.788 -4.495 3.529 -0.060 0.088 -0.108 0.024
Cl 3.342 -3.242 2.652 -0.005 0.066 0.124 0.021
C 8.566 -6.609 6.134 -0.018 0.005 -0.021 0.242
Cl 9.469 -5.428 7.087 0.003 0.002 -0.002 -0.098
Cl 9.115 -6.550 4.453 0.015 -0.013 0.009 -0.046
Cl 8.843 -8.228 6.784 0.003 0.003 -0.007 -0.106
Cl 6.845 -6.228 6.200 0.044 -0.086 0.147 -0.039
C -0.514 -3.564 6.252 0.002 -0.002 -0.012 0.276
Cl 0.359 -2.384 7.237 0.006 0.002 0.005 -0.103
Cl 0.122 -3.539 4.608 -0.086 0.044 -0.066 0.007
Cl -0.294 -5.177 6.941 0.006 -0.004 0.005 -0.103
Cl -2.233 -3.159 6.232 0.006 -0.001 0.002 -0.085
C -7.005 15.532 4.522 -0.001 0.000 -0.013 0.343
Cl -7.545 15.227 6.176 0.001 -0.010 0.003 -0.095
Cl -7.556 14.222 3.473 -0.001 0.002 -0.002 -0.078
Cl -7.676 17.064 3.955 0.002 -0.005 0.007 -0.106
Cl -5.241 15.610 4.487 0.008 0.018 -0.008 -0.078
```
Forces are in eV/Å.

LUMO: -0.39 eV
calculated total energy: -41122.5570 hartree

=====

Question: Which value of calculated total energy does entry 2 give?
Answer: -41122.5570 hartree